3 unconnected molecules or ions with the total composition C5H11ClN2, computed with ωB97M-V/def2-TZVPD.

Each line ends with the Mulliken charge.
Atoms and positions in Å:
H  0.88703  -0.57566  1.74915  0.33
Cl  0.64871  0.31997  -1.68841  -0.17
H  -0.79378  -2.04391  -0.54447  0.16
H  -0.59867  2.68203  0.54524  0.33
C  0.06534  0.53912  -0.08007  0.95
H  1.51032  -1.86071  -0.55644  0.31
C  0.66284  -0.68303  0.70386  -0.39
H  -1.33706  -2.03307  0.97092  0.72
H  -1.96861  0.29124  -0.78729  0.25
H  -2.68237  -0.90823  1.62113  0.25
C  0.39021  1.84789  0.57740  -1.35
H  1.46974  2.14751  0.12138  0.32
H  0.35540  1.68163  1.83458  0.16
H  -1.07190  1.63277  2.07808  0.23
N  -2.17354  0.61458  1.11494  -0.70
N  1.80469  -1.45625  0.29424  -0.63
H  1.96707  -2.22442  1.01382  0.29
C  -1.34635  -0.00762  0.19722  0.18
C  -0.80257  -1.41917  0.40036  -1.23

For the total energy, the calculation gives -20855.865 eV. The relative energy (zero: lowest compared OMol25 entry of this formula, charge and spin) comes out at 967.58 kJ/mol. The value obtained for the HOMO energy is -8.56 eV. The gap between HOMO and LUMO is 8.0 eV. As for the net charge: 0.

=====

A single C5H11ClN4O molecule, computed with ωB97M-V/def2-TZVPD.

Each line ends with the Mulliken charge.
Atoms and positions in Å:
N  -0.08403  -1.98429  2.74521  -0.53
H  -1.89986  -0.14816  -1.13952  0.24
C  -0.56627  0.93192  2.16118  -0.07
H  -0.19866  2.33372  0.56872  0.44
N  -2.24326  0.02491  0.85305  -0.57
N  -1.43703  -0.04583  -0.23701  0.20
H  -0.66599  -2.26935  3.63191  0.21
H  -0.44597  0.90568  -2.53277  0.32
C  0.15309  1.26386  -1.56989  -1.74
N  -1.86594  0.51037  1.92219  -0.32
H  -0.54941  -2.01967  -0.43182  0.40
H  1.21185  1.60695  1.27310  0.35
C  -0.08384  0.48934  -0.27141  1.50
H  0.92679  -2.50643  0.27732  0.35
C  0.53037  -1.94219  -0.48084  -0.98
H  0.94823  -2.07967  -1.40754  0.33
H  1.15076  1.29402  -1.71225  0.48
O  0.90396  -0.59588  -0.09916  -0.44
C  0.17569  1.41670  0.95733  -1.21
Cl  0.58249  -0.56627  2.99640  0.16
H  -0.54116  1.74948  2.91047  0.46
H  -0.16106  2.27041  -1.51648  0.43

For the total energy, the calculation gives -25886.692 eV. The relative energy (zero: lowest compared OMol25 entry of this formula, charge and spin) comes out at 374.25 kJ/mol. The value obtained for the HOMO energy (alpha / beta) is -8.26 / -8.26 eV. The gap between HOMO and LUMO (alpha / beta) is 8.2 / 8.2 eV. As for the net charge: 0.

=====

A molecular structure, C5H11Cr2F3K4NO16S4, computed with ωB97M-V/def2-TZVPD.

Each line ends with the Löwdin spin population.
Atoms and positions in Å:
O  -2.98136  -3.16907  -3.24899  -0.01
K  -3.73059  -1.10423  1.97717  0.01
C  -3.40721  -5.85791  -0.02888  0.00
O  -1.82898  -0.99140  0.27181  0.04
H  4.85022  4.35800  0.63687  0.00
H  1.76361  3.88302  2.47084  0.00
O  1.74138  -2.51389  -0.79841  0.01
S  -1.30821  0.32320  -0.14273  0.03
O  -3.42525  -4.00003  1.84049  0.00
S  -3.12174  -2.25883  -4.45465  0.01
F  -2.49277  -6.52732  -0.72409  0.00
K  0.37103  -2.33475  1.36038  0.00
O  -1.98941  1.48246  0.48680  0.01
F  -3.85220  -6.61198  0.98660  0.00
O  1.40643  -0.66524  -2.27685  0.03
H  3.57906  2.97332  4.92533  0.00
S  -2.66433  -4.31134  0.63192  0.00
H  4.26472  4.58968  4.85543  0.00
Cr  1.79982  0.75810  -1.13677  3.86
H  3.87295  2.24246  1.03322  0.00
C  3.14293  3.05032  0.94920  0.01
O  -1.58704  0.29111  -1.59723  0.04
H  1.31389  2.17874  0.65850  0.01
N  2.02763  2.60969  0.05409  0.03
O  -4.53134  -1.95059  -4.68439  0.00
C  3.79115  4.30810  0.39042  0.00
C  3.47994  3.95791  4.45333  0.00
H  2.48360  4.36194  4.64479  0.00
H  1.51655  3.44680  -0.22772  0.00
H  2.47594  2.26458  2.83658  0.00
Cr  -2.36773  -1.71148  -1.83930  3.74
H  3.71580  4.40559  -0.69148  0.00
H  3.37491  5.18618  0.89063  0.00
F  -4.43697  -5.54545  -0.82519  0.00
O  -1.26647  -4.58888  0.88943  0.00
S  1.07477  -2.17602  -2.07887  0.02
K  -4.00534  3.02502  0.44270  0.01
O  -2.43569  -1.03560  -3.83889  0.00
O  -2.83449  -3.40509  -0.50476  0.03
C  2.66364  3.25009  2.37480  0.00
O  0.16107  0.47299  0.07507  0.03
O  -2.38035  -2.72548  -5.58627  -0.01
O  -0.39144  -2.32001  -1.94735  0.05
O  1.56196  -2.88698  -3.19524  0.00
K  -3.11706  1.41478  -3.36030  0.02
O  3.72296  3.85752  3.05195  0.00

Its spin multiplicity is 9. For the total energy, the calculation gives -213250.766 eV. The value obtained for the HOMO energy (alpha / beta) is -9.38 / -9.50 eV. The gap between HOMO and LUMO (alpha / beta) is 4.2 / 4.2 eV. As for the net charge: +1.

=====

A molecular structure, C5H11CuO3, computed with ωB97M-V/def2-TZVPD.

Each line ends with the Löwdin spin population.
Atoms and positions in Å:
O  1.49880  0.10760  -2.94739  0.84
C  -0.35371  0.30256  1.52997  0.01
C  0.60848  -1.59900  -1.46778  0.02
H  0.66827  0.67009  1.70962  0.00
H  2.16793  -1.86997  -2.83254  0.05
C  -0.34008  -0.97844  0.73156  0.01
H  -0.84897  0.13035  2.49605  0.00
C  1.80008  -1.00300  -2.22292  0.09
O  -1.07233  1.28297  0.78335  0.12
Cu  -0.58409  1.15863  -1.19387  0.65
H  0.39216  -1.67130  1.16488  0.00
H  -1.33699  -1.44468  0.71820  0.00
O  -0.01608  -0.63881  -0.60336  0.10
H  -0.18781  -1.83370  -2.18864  0.01
H  -0.50465  2.89381  1.96730  0.00
H  0.89807  -2.47019  -0.85653  0.00
C  -1.40817  2.44902  1.52675  0.04
H  -1.87317  3.15815  0.83408  0.02
H  2.61149  -0.82950  -1.46963  0.01
H  -2.11924  2.18543  2.32092  0.00

Its spin multiplicity is 3. For the total energy, the calculation gives -56139.423 eV. The relative energy (zero: lowest compared OMol25 entry of this formula, charge and spin) comes out at 0.00 kJ/mol. The value obtained for the HOMO energy (alpha / beta) is -4.43 / -7.63 eV. The gap between HOMO and LUMO (alpha / beta) is 5.1 / 5.9 eV. As for the net charge: 0.

=====

A gas-phase ion, C5H11FI2N2O2 (charge +2), computed with ωB97M-V/def2-TZVPD.

Each line ends with the Löwdin spin population.
Atoms and positions in Å:
O  1.45204  1.43110  -0.66291  0.05
H  -2.37322  2.05226  -0.10855  0.00
H  3.37425  -0.56349  0.28791  0.00
H  0.44871  -1.13180  -0.51887  0.01
H  1.19308  -1.42113  1.10779  0.01
H  2.91473  -1.94942  -0.54011  0.00
C  1.05584  0.65412  0.54513  0.44
I  1.65632  4.49889  -0.09329  0.07
O  -0.47287  2.38770  0.51555  0.00
H  -1.73588  -0.66453  0.38176  0.00
C  -0.48436  0.94603  0.72098  0.03
C  0.74019  2.63678  -0.63237  0.01
N  2.71710  -0.94257  -0.37582  0.00
C  -1.50843  0.21432  -0.24968  0.01
H  -2.51207  1.36765  -1.56813  0.00
H  -0.90126  -0.06681  -1.11212  0.00
H  -3.50717  0.79359  -0.29574  0.00
N  -2.54830  1.14337  -0.63329  0.00
H  2.87265  -0.33632  -1.20537  0.00
I  2.23934  1.38302  2.30162  1.31
H  -0.89733  0.94193  1.69288  0.00
F  0.05434  2.65527  -1.77522  0.00
C  1.34462  -0.82756  0.22048  0.04

Its spin multiplicity is 3. For the total energy, the calculation gives -31335.231 eV. The value obtained for the HOMO energy (alpha / beta) is -12.95 / -16.35 eV. The gap between HOMO and LUMO (alpha / beta) is 6.7 / 6.1 eV. As for the net charge: +2.

=====

A molecular structure, C5H11FS2, computed with ωB97M-V/def2-TZVPD.

Each line ends with the Mulliken charge.
Atoms and positions in Å:
C  -1.17552  1.22931  0.50044  -0.85
C  -0.05151  0.36220  -0.11026  0.61
C  0.67022  -1.22328  -2.19819  -0.74
H  -1.15493  -0.82083  2.19375  0.14
H  1.41048  0.88724  -1.90472  0.08
C  -0.24810  -1.59983  1.86668  -0.63
H  1.57262  -0.06087  -2.18028  0.24
H  -0.02647  2.23860  -1.36304  0.29
H  -1.98184  0.64878  1.05194  0.36
H  1.16616  -2.41573  -1.67364  0.23
C  0.83511  1.39691  -0.92603  -0.92
F  -0.64924  2.35810  1.25598  -0.33
H  1.51695  2.03565  -0.34728  0.38
H  0.00947  -2.16505  2.92658  0.32
S  -0.78830  -0.75553  -1.24719  -0.02
H  0.12434  -1.50657  -3.56109  0.24
S  1.11751  -0.52212  1.13080  -0.03
H  -0.60434  -2.38705  1.05967  0.22
H  -1.63786  1.77353  -0.43931  0.39

For the total energy, the calculation gives -29744.370 eV. The relative energy (zero: lowest compared OMol25 entry of this formula, charge and spin) comes out at 670.30 kJ/mol. The value obtained for the HOMO energy is -8.72 eV. The gap between HOMO and LUMO is 9.1 eV. As for the net charge: 0.

=====

A molecular structure, C5H11GaO4, computed with ωB97M-V/def2-TZVPD.

Each line ends with the Löwdin spin population.
Atoms and positions in Å:
O  2.34595  6.25922  1.32178  0.00
O  0.34938  3.80544  1.29762  0.00
H  2.52056  5.49561  -0.60823  0.00
O  0.85990  0.95024  2.90476  0.18
C  1.79761  0.12049  2.53825  0.24
H  3.40742  1.20168  3.41869  0.03
H  1.75458  -0.24723  1.49641  0.03
H  2.11668  -0.63909  3.27203  0.00
C  0.76009  4.62692  0.26365  0.00
C  3.19121  1.06513  2.34451  0.23
H  3.88774  0.38763  1.82419  0.00
H  1.28113  5.58455  2.98510  0.00
C  2.20762  5.09294  0.36757  0.00
C  2.28462  5.92109  2.67988  0.00
H  0.11934  5.53079  0.19527  0.00
H  2.56648  6.81709  3.25125  0.00
H  2.98586  5.09974  2.91552  0.00
H  3.05152  4.45230  0.67985  0.00
H  0.65350  4.14037  -0.72951  0.00
Ga  1.10651  2.57764  2.17037  0.02
O  2.78887  2.12130  1.68451  0.26

Its spin multiplicity is 2. For the total energy, the calculation gives -65918.860 eV. The value obtained for the HOMO energy (alpha / beta) is -12.99 / -12.99 eV. The gap between HOMO and LUMO (alpha / beta) is 7.8 / 4.6 eV. As for the net charge: +1.

=====

2 unconnected molecules or ions with the total composition C5H11INS, computed with ωB97M-V/def2-TZVPD.

Each line ends with the Mulliken charge.
Atoms and positions in Å:
H  -0.02266  0.93807  -2.21788  0.51
C  -1.46267  0.12140  -0.15611  0.65
H  1.56997  0.34479  0.77917  0.37
H  1.34368  1.61264  -1.21411  0.31
H  -0.33162  2.30840  -1.23685  0.38
H  1.47091  -0.88235  -0.47014  0.33
H  -3.10934  -0.23676  -1.34161  0.38
C  0.20954  1.37810  -1.31300  -1.13
C  -2.63489  0.56089  -0.93760  -1.07
S  -1.63741  -1.06132  1.07748  -0.08
H  -3.40210  1.02012  -0.20371  0.34
H  0.38758  -2.20328  1.56652  0.46
H  0.41914  -0.76218  2.37800  0.35
I  4.26689  -0.96980  2.01566  -0.08
H  4.50536  -2.44283  1.59757  0.13
C  0.83791  -0.31689  0.35781  -0.65
H  -2.36786  1.40092  -1.77640  0.29
C  0.15708  -1.21218  1.45241  -0.59
N  -0.19950  0.40227  -0.35722  0.12

For the total energy, the calculation gives -25781.912 eV. The relative energy (zero: lowest compared OMol25 entry of this formula, charge and spin) comes out at 0.00 kJ/mol. The value obtained for the HOMO energy is -12.97 eV. The gap between HOMO and LUMO is 9.1 eV. As for the net charge: +1.